63
Properties=species:S:1:pos:R:3:lowdin_spin:R:1 method="wB97M-V/def2-TZVPD" total_charge=+4 largest_force_ev_per_a=1.882 e_lumo_ev="-15.6 / -15.5" total_energy_ha=-3012.49566 s2=1.19 spin_multiplicity=2
Mn -0.02 0.38 -0.18 0.878
C -4.32 2.00 0.58 0.000
N -3.95 1.29 -0.65 0.008
C -4.99 1.17 -1.69 0.001
C -2.78 0.76 -0.80 0.000
O -1.86 0.82 0.09 0.004
C -2.45 0.00 -2.07 -0.001
O -1.07 -0.39 -2.01 -0.008
C -0.81 -1.79 -2.21 0.000
C -0.16 -2.33 -0.95 0.002
O -0.03 -1.51 0.02 0.022
N 0.22 -3.57 -0.90 0.010
C 0.00 -4.50 -2.01 0.001
C 0.84 -4.14 0.30 0.001
H -4.91 1.35 1.22 0.000
H -4.93 2.86 0.32 0.000
H -3.43 2.32 1.11 0.000
H -5.94 1.49 -1.27 0.000
H -5.11 0.14 -2.03 0.000
H -4.76 1.80 -2.54 0.000
H -2.61 0.62 -2.96 0.000
H -3.10 -0.87 -2.15 0.000
H -0.15 -1.90 -3.08 0.000
H -1.73 -2.33 -2.41 0.000
H 0.29 -4.07 -2.97 0.000
H -1.04 -4.82 -2.06 0.000
H 0.61 -5.39 -1.85 0.000
H 1.00 -3.38 1.05 0.000
H 1.80 -4.59 0.03 0.000
H 0.21 -4.93 0.70 0.000
N 0.94 2.36 3.19 0.001
C 0.74 1.14 3.85 0.005
C 0.78 0.81 5.18 0.010
C 0.49 -0.52 5.51 0.028
C 0.15 -1.47 4.53 0.000
C 0.10 -1.14 3.20 0.018
C 0.41 0.19 2.85 0.011
N 0.45 0.83 1.64 -0.006
C 0.74 2.15 1.90 0.009
C 0.73 3.06 0.80 -0.001
C 1.00 4.40 0.72 0.006
S 0.77 4.95 -0.87 -0.001
C 0.32 3.38 -1.35 0.006
N 0.35 2.48 -0.40 -0.009
H 1.17 3.23 3.64 0.000
H 1.01 1.55 5.95 0.000
H 0.52 -0.82 6.55 0.001
H -0.08 -2.48 4.84 0.000
H -0.18 -1.86 2.45 0.000
H 1.32 5.08 1.50 0.000
H 0.05 3.15 -2.38 0.000
C 4.54 0.61 -3.18 0.000
N 3.65 0.30 -2.06 0.005
C 4.05 -0.19 -0.84 0.004
C 2.94 -0.27 -0.07 -0.002
N 1.86 0.18 -0.80 -0.013
C 2.34 0.52 -2.01 0.008
H 5.34 -0.13 -3.25 0.000
H 5.00 1.59 -3.04 0.000
H 3.99 0.61 -4.12 0.000
H 5.07 -0.46 -0.63 0.000
H 2.84 -0.63 0.94 0.000
H 1.76 0.89 -2.84 0.000